This record from the OMol25 dataset describes a molecular structure, C16H26O5 in a non-equilibrium geometry. The level of theory is ωB97M-V/def2-TZVPD.

Atoms and positions in Å:
C (5.427, -2.567, -1.285)
H (5.287, -2.804, -2.370)
H (5.578, -1.459, -1.361)
O (4.211, -2.676, -0.700)
C (3.248, -1.902, -1.398)
C (2.101, -2.075, -0.235)
H (1.817, -3.133, 0.005)
H (2.366, -1.701, 0.549)
C (0.847, -1.197, -0.855)
O (0.253, -1.611, -1.916)
H (0.841, -2.060, -2.572)
C (-0.269, -1.104, 0.187)
C (-0.784, -2.170, 0.614)
H (-1.329, -2.890, -0.173)
H (-1.734, -2.131, 1.235)
H (-0.098, -3.050, 1.299)
H (0.325, -0.457, 1.297)
C (-1.221, -0.001, -0.103)
C (-2.312, 0.595, 0.937)
O (-1.409, 1.044, 2.122)
C (-0.896, 2.436, 1.681)
C (-1.987, 3.277, 1.732)
C (-2.017, 4.357, 0.694)
C (-2.919, 5.268, 0.682)
C (-4.184, 5.337, 1.156)
C (-4.176, 4.435, 2.394)
C (-2.964, 3.571, 2.519)
H (-3.302, 2.608, 3.212)
H (-4.859, 4.289, 3.134)
H (-4.793, 6.133, 1.397)
H (-2.976, 6.115, -0.276)
H (-1.074, 4.509, -0.147)
H (-0.354, 2.659, 2.684)
H (-0.157, 2.526, 0.883)
H (-2.656, -0.230, 1.421)
H (-3.041, 1.183, 0.582)
O (-2.219, -0.454, -1.277)
H (-1.611, -1.120, -1.503)
H (-0.767, 0.817, -0.623)
H (1.257, -0.369, -0.921)
O (2.825, -2.579, -2.353)
C (2.568, -4.244, -2.360)
H (3.295, -4.610, -1.875)
H (1.620, -4.167, -2.186)
H (2.645, -4.452, -3.667)
H (3.377, -0.888, -1.493)
H (6.219, -3.059, -0.764)

Max |F| ... 18.523 eV Å⁻¹
HOMO-LUMO gap ... 9.3 eV
DFT total energy ... -27233.3185 eV
Highest occupied orbital energy ... -8.8 eV



This record from the OMol25 dataset describes a molecular structure, C6H20N3SSr in a non-equilibrium geometry. The level of theory is ωB97M-V/def2-TZVPD.

Atoms and positions in Å:
C (-1.425, 1.961, 0.817)
Sr (0.344, -0.155, 0.797)
N (1.450, -1.989, -0.698)
H (-0.853, 0.221, -1.903)
H (2.451, -1.829, -0.824)
H (-1.409, 0.700, -1.674)
H (-1.748, 2.181, -0.223)
H (-0.746, 2.758, 1.198)
H (-2.287, 1.888, 1.500)
H (1.335, -2.824, -0.122)
H (1.062, -2.183, -1.626)
C (2.328, -0.990, 3.335)
N (1.122, -0.371, 3.897)
C (1.330, 0.727, 4.837)
C (-0.113, -0.910, 3.637)
S (-0.254, -2.214, 2.528)
N (-1.194, -0.333, 4.248)
C (-1.273, -0.176, 5.709)
C (-2.498, -0.527, 3.610)
H (3.170, -0.735, 3.998)
H (2.559, -0.596, 2.325)
H (2.229, -2.078, 3.292)
H (0.530, 1.473, 4.761)
H (1.436, 0.363, 5.876)
H (2.281, 1.210, 4.557)
H (-1.316, 0.891, 5.968)
H (-2.187, -0.655, 6.082)
H (-0.422, -0.658, 6.196)
H (-2.544, -0.025, 2.637)
H (-2.715, -1.588, 3.452)
H (-3.267, -0.109, 4.256)

Max |F| ... 2.525 eV Å⁻¹
HOMO-LUMO gap (alpha / beta) ... 4.2 / 3.3 eV
DFT total energy ... -22684.1259 eV
Highest occupied orbital energy (alpha / beta) ... -1.1 / -0.2 eV
Charge ... -1



This record from the OMol25 dataset describes 7 unconnected molecules or ions with the total composition C18H51O7 in a non-equilibrium geometry. The level of theory is ωB97M-V/def2-TZVPD.

Atoms and positions in Å:
O (0.023, -0.336, -0.052)
H (-0.289, -1.061, 0.568)
H (0.682, -0.713, -0.715)
H (0.446, 0.418, 0.437)
C (1.465, -3.822, 0.593)
C (0.057, -4.025, 1.106)
C (0.105, -4.684, 2.470)
O (-0.558, -2.719, 1.204)
H (1.516, -3.325, -0.376)
H (1.990, -4.772, 0.486)
H (2.048, -3.213, 1.289)
H (-0.543, -4.623, 0.415)
H (0.739, -4.101, 3.152)
H (0.676, -5.615, 2.444)
H (-0.847, -4.836, 2.978)
H (-1.300, -2.796, 1.813)
C (3.970, 0.116, 3.369)
C (2.876, -0.525, 2.531)
C (1.648, -0.916, 3.341)
O (2.425, 0.334, 1.476)
H (3.583, 0.980, 3.907)
H (4.759, 0.447, 2.686)
H (4.433, -0.614, 4.029)
H (3.299, -1.428, 2.074)
H (1.182, -0.044, 3.798)
H (2.000, -1.543, 4.165)
H (0.958, -1.517, 2.751)
H (3.160, 0.588, 0.910)
C (1.425, 4.193, -0.084)
C (0.915, 3.223, -1.142)
C (1.365, 3.557, -2.546)
O (1.243, 1.881, -0.750)
H (1.214, 5.223, -0.382)
H (2.513, 4.125, 0.009)
H (0.964, 4.006, 0.882)
H (-0.178, 3.296, -1.134)
H (2.451, 3.434, -2.633)
H (1.203, 4.624, -2.719)
H (0.811, 3.030, -3.318)
H (2.197, 1.779, -0.849)
C (0.040, -2.477, -2.965)
C (1.211, -1.534, -3.118)
C (0.760, -0.198, -3.705)
O (1.806, -1.339, -1.807)
H (-0.394, -2.670, -3.949)
H (-0.738, -2.079, -2.310)
H (0.295, -3.471, -2.589)
H (1.967, -1.932, -3.797)
H (0.414, -0.341, -4.726)
H (1.570, 0.536, -3.679)
H (-0.004, 0.281, -3.086)
H (2.762, -1.326, -1.908)
C (-0.935, 2.073, 2.030)
C (-1.950, 1.139, 2.674)
C (-3.373, 1.537, 2.290)
O (-1.661, -0.177, 2.169)
H (0.083, 1.810, 2.330)
H (-1.064, 3.096, 2.398)
H (-1.053, 2.161, 0.949)
H (-1.837, 1.182, 3.762)
H (-3.611, 2.534, 2.666)
H (-4.091, 0.836, 2.728)
H (-3.519, 1.548, 1.213)
H (-2.306, -0.761, 2.590)
C (-3.543, -0.277, -2.886)
C (-3.870, 1.116, -2.422)
C (-2.764, 1.625, -1.459)
O (-3.953, 1.942, -3.567)
H (-2.630, -0.343, -3.486)
H (-4.309, -0.694, -3.543)
H (-3.372, -0.951, -2.044)
H (-4.809, 1.126, -1.859)
H (-2.577, 0.856, -0.709)
H (-3.037, 2.594, -1.041)
H (-1.820, 1.753, -1.996)
H (-4.316, 2.801, -3.331)

Max |F| ... 1.272 eV Å⁻¹
HOMO-LUMO gap ... 9.9 eV
DFT total energy ... -33820.0400 eV
Highest occupied orbital energy ... -12.2 eV
Charge ... +1



This record from the OMol25 dataset describes C4H6N2O in the gas phase. The level of theory is ωB97M-V/def2-TZVPD.

Atoms and positions in Å:
O (1.361, 1.816, 0.987)
C (0.806, 0.966, 0.318)
N (1.265, -0.323, 0.272)
C (0.573, -1.503, -0.203)
C (-1.497, 0.452, -0.609)
C (-1.583, 1.443, 0.191)
N (-0.287, 1.337, -0.529)
H (2.050, -0.458, 0.891)
H (1.203, -2.371, 0.002)
H (0.400, -1.464, -1.283)
H (-1.857, -0.344, -1.237)
H (-0.385, -1.662, 0.307)
H (-2.049, 2.111, 0.892)

Max |F| ... 0.357 eV Å⁻¹
HOMO-LUMO gap ... 9.5 eV
DFT total energy ... -9269.4900 eV
SMILES string ... CNC(=O)N1C=C1
Highest occupied orbital energy ... -8.7 eV



This record from the OMol25 dataset describes C8H10N2O2 in the gas phase in a non-equilibrium geometry. The level of theory is ωB97M-V/def2-TZVPD.

Atoms and positions in Å:
C (2.710, 0.359, 0.260)
C (2.965, -0.929, 0.594)
C (1.019, 1.687, -0.590)
C (-0.513, 1.935, -0.824)
C (-1.420, 0.756, -0.597)
C (0.923, -1.687, -0.207)
C (-2.265, -1.089, 0.879)
C (-1.460, 0.127, 0.583)
N (1.413, 0.568, -0.140)
N (1.965, -1.830, 0.391)
O (-0.058, -2.106, -0.683)
O (-2.968, -1.476, -0.358)
H (3.395, 1.091, 0.279)
H (3.851, -1.437, 0.927)
H (1.772, 2.448, -0.623)
H (-0.829, 2.723, -0.054)
H (-0.586, 2.359, -1.746)
H (-1.940, 0.490, -1.394)
H (-2.971, -0.899, 1.616)
H (-1.601, -1.838, 1.269)
H (-0.932, 0.428, 1.555)
H (-2.470, -1.680, -1.136)

Max |F| ... 5.370 eV Å⁻¹
HOMO-LUMO gap ... 8.9 eV
DFT total energy ... -15529.8799 eV
SMILES string ... O=C=N/C=C\N=C\C/C=C/CO
Highest occupied orbital energy ... -8.5 eV



This record from the OMol25 dataset describes 2 unconnected molecules or ions with the total composition C4H8N2 in a non-equilibrium geometry. The level of theory is ωB97M-V/def2-TZVPD.

Atoms and positions in Å:
C (-1.439, -0.652, -0.201)
C (-1.834, 1.797, 0.427)
C (2.019, -1.396, 0.549)
C (-1.664, 0.592, -0.516)
N (-0.849, -1.707, -0.045)
N (1.923, -0.796, -0.546)
H (-1.415, 2.764, 0.003)
H (-1.217, 1.593, 1.238)
H (-2.838, 1.990, 0.679)
H (-1.296, -2.576, 0.034)
H (2.015, -0.752, 1.433)
H (2.113, -2.492, 0.771)
H (-1.679, 0.870, -1.550)
H (1.707, -1.566, -1.193)

Max |F| ... 2.468 eV Å⁻¹
HOMO-LUMO gap ... 9.5 eV
DFT total energy ... -7254.9069 eV
SMILES string ... CC=C=N.C=N
Highest occupied orbital energy ... -8.5 eV



This record from the OMol25 dataset describes 2 unconnected molecules or ions with the total composition C6H5O2P in a non-equilibrium geometry. The level of theory is ωB97M-V/def2-TZVPD.

Atoms and positions in Å:
C (-1.765, 0.700, 0.229)
C (-1.858, -0.666, 0.601)
C (-0.462, 1.014, -0.132)
C (-0.619, -1.168, 0.584)
C (1.567, -0.107, 0.025)
C (0.311, -0.231, 0.131)
O (2.712, 0.076, 0.080)
O (5.762, -0.681, -0.568)
P (5.436, 0.429, 0.378)
H (-2.574, 1.347, 0.186)
H (-2.712, -1.216, 0.708)
H (-0.041, 2.006, -0.522)
H (-0.480, -2.233, 0.698)
H (5.456, 1.600, -0.641)

Max |F| ... 4.421 eV Å⁻¹
HOMO-LUMO gap ... 8.2 eV
DFT total energy ... -19683.3689 eV
SMILES string ... O=C=C1C=CC=C1.O=P
Highest occupied orbital energy ... -8.8 eV



The highest max |F| belongs to which entry?
C16H26O5



The lowest DFT total energy belongs to which entry?
C18H51O7



What is the DFT total energy in the second record?
-22684.1259 eV



Number 3 is which compound?
C18H51O7